Formula: C7H18N2
Source: the Open Molecules 2025 dataset
Level of theory: ωB97M-V with the def2-TZVPD basis set

Summary:
Frontier orbital gap (alpha / beta) ... 5.69 / 7.57 eV
Energy ... -10525.24419 eV
Lowest unoccupied orbital energy (alpha / beta) ... 0.4 / 0.9 eV

Last column: Löwdin charge in e.
Geometry (Å):
C1 -1.2424 1.0055 1.0751  -0.29
C2 -0.4658 2.2757 0.8958  -0.13
C3 -2.6981 1.0613 0.7104  -0.13
H1 -1.0642 0.5310 2.0405  0.10
H2 0.8345 0.0742 0.4008  0.13
H3 -0.7337 2.7767 -0.0379  0.07
H4 -2.8399 1.4510 -0.3021  0.07
H5 -0.6299 2.9969 1.7074  0.08
H6 0.6222 2.0979 0.8720  0.06
H7 -3.1735 0.0787 0.7714  0.06
H8 -3.2726 1.7229 1.3770  0.08
C4 -0.4736 -0.0434 -1.4114  -0.09
C5 -0.5523 -1.6672 0.4518  -0.10
C6 2.7229 -1.8713 -1.1880  -0.11
N1 -0.0967 -0.3910 -0.0562  -0.23
C7 2.3295 -0.7042 -0.3392  -0.30
N2 3.1695 0.1198 0.0808  0.06
H9 2.7841 0.8627 0.6799  0.02
H10 -0.1026 0.9511 -1.6485  0.09
H11 -0.1570 -1.8211 1.4541  0.09
H12 -1.5608 -0.0474 -1.5292  0.08
H13 -0.0102 -0.7445 -2.1098  0.07
H14 -1.6453 -1.7090 0.5018  0.08
H15 -0.1751 -2.4684 -0.1881  0.08
H16 2.4341 -2.8018 -0.6946  0.06
H17 2.1948 -1.8362 -2.1430  0.06
H18 3.8023 -1.8998 -1.3705  0.07

Formula: C2H4N2O2
Source: the Open Molecules 2025 dataset
Level of theory: ωB97M-V with the def2-TZVPD basis set

Summary:
SMILES string ... O=[N+]([O-])N1CC1
Frontier orbital gap ... 9.49 eV
Energy ... -9206.67978 eV
Lowest unoccupied orbital energy ... -0.6 eV

Last column: Löwdin charge in e.
Geometry (Å):
C1 0.1668 0.6939 0.1816  -0.04
C2 0.1180 -0.7637 -0.0147  -0.06
N1 1.2426 -0.1425 0.5818  -0.04
N2 2.4438 -0.2249 0.0969  -0.24
O1 3.1946 1.1119 -0.4542  -0.16
O2 2.9396 -1.3162 -0.0459  0.10
H1 0.2672 1.3231 -0.6628  0.11
H2 -0.3632 1.1460 1.0454  0.13
H3 -0.4908 -1.5160 0.4601  0.12
H4 0.3588 -1.0952 -0.9351  0.08

Formula: CF2NO2
Source: the Open Molecules 2025 dataset
Level of theory: ωB97M-V with the def2-TZVPD basis set

Summary:
Frontier orbital gap ... 4.85 eV
Energy ... -12054.49660 eV
Net charge ... -1
Lowest unoccupied orbital energy ... 3.5 eV

Last column: Löwdin charge in e.
Geometry (Å):
C1 0.8445 -1.1599 0.8067  -0.45
N1 -0.5479 1.6220 -0.9917  -0.23
O1 0.0832 -1.9878 0.5388  0.18
O2 1.6879 -0.4362 1.1237  0.18
F1 -1.2911 1.3371 0.2168  -0.34
F2 -1.4630 1.1546 -2.0104  -0.35

Formula: C12H27ClN4O2
Source: the Open Molecules 2025 dataset
Level of theory: ωB97M-V with the def2-TZVPD basis set

Summary:
Frontier orbital gap (alpha / beta) ... 9.09 / 4.31 eV
Energy ... -35429.98842 eV
Net charge ... +3
Multiplicity ... 2
Lowest unoccupied orbital energy (alpha / beta) ... -9.3 / -14.1 eV

Last column: Löwdin spin population.
Geometry (Å):
C1 1.2725 -1.9911 5.6090  0.00
C2 2.5826 -1.5192 4.9809  0.00
O1 3.2686 -0.5871 5.3432  0.00
N1 3.0206 -2.3706 3.7445  0.00
H1 2.4808 -3.2219 3.6805  0.00
H2 2.7866 -1.8617 2.9040  0.00
C3 4.4980 -2.7592 3.8447  0.00
H3 0.9997 -1.3603 6.4550  0.00
H4 1.3175 -2.9537 6.1183  0.00
H5 0.5095 -1.9681 4.8309  0.00
H6 4.7345 -3.0504 2.8212  0.00
H7 4.5389 -3.5380 4.6062  0.00
H8 5.1737 -1.9129 3.9686  0.00
C4 -2.7357 -0.0074 -0.6473  0.00
C5 -1.7090 -0.2601 0.4408  0.00
O2 -1.1832 0.6142 1.1674  0.01
N2 -1.3715 -1.7605 0.6342  0.00
H9 -1.7459 -2.3114 -0.1250  0.00
H10 -0.4103 -1.7833 0.3246  0.00
C6 -1.6375 -2.2936 2.0602  0.00
H11 -2.1141 0.2431 -1.5069  0.00
H12 -3.4333 0.7748 -0.3478  0.00
H13 -3.2893 -0.8924 -0.9611  0.00
H14 -1.4136 -3.3434 2.2495  0.00
H15 -2.6400 -2.0024 2.3739  0.00
H16 -0.8352 -1.8597 2.6570  0.00
C7 -2.0308 3.4807 -5.8393  0.00
C8 -1.9740 2.0371 -5.2630  0.00
N3 -1.3147 2.1398 -3.9462  0.00
C9 -1.7844 2.7772 -2.8117  0.00
C10 -0.9225 2.6040 -1.7553  0.00
N4 0.1922 1.8930 -2.3006  0.00
C11 -0.0955 1.6448 -3.6787  0.00
C12 1.4141 1.6153 -1.6081  0.00
H17 -1.0415 3.8715 -6.0771  0.00
H18 -2.4858 4.2058 -5.1645  0.00
H19 -2.5491 3.4811 -6.7982  0.00
H20 -1.3744 1.3766 -5.8893  0.00
H21 -2.9151 1.5216 -5.0718  0.00
H22 -2.7296 3.2950 -2.8812  0.00
H23 -0.9477 2.9659 -0.7380  0.00
H24 0.5496 1.1981 -4.4209  0.00
H25 2.3451 1.5632 -2.1725  0.00
H26 1.2821 0.7854 -0.9138  0.00
H27 1.5695 2.4990 -0.9893  0.00
Cl1 2.1473 -0.9787 1.0932  0.99

- Which value of energy does entry 4 give?
  -35429.98842 eV